No. 1
Below is C35H39Cl2HgN4O3PSSb as an isolated structure in a non-equilibrium geometry, with properties calculated with the ωB97M-V functional and the def2-TZVPD basis.

Geometry as XYZ:
```
87
Properties=species:S:1:pos:R:3:forces:R:3
Hg 7.817 -19.912 6.058 0.467 -0.301 -0.875
C 11.564 -24.099 5.814 -0.712 -0.004 -0.304
C 10.582 -23.052 6.302 0.059 3.627 -1.642
N 10.325 -21.918 5.562 -0.318 -3.745 4.286
N 10.965 -22.009 4.459 1.101 2.357 -4.199
C 10.696 -21.028 3.555 0.907 -1.388 1.080
N 11.649 -20.956 2.564 -0.441 0.593 -0.805
S 9.389 -19.963 3.471 -0.308 0.412 -0.054
C 9.862 -23.255 7.515 -0.794 -2.978 2.050
C 9.859 -24.580 8.008 -0.189 1.952 -0.947
C 8.819 -25.106 8.800 -2.258 1.216 1.311
C 7.586 -24.487 9.094 1.606 -1.536 0.116
C 8.013 -22.232 8.741 -0.021 2.078 0.831
N 9.180 -22.302 8.204 -0.106 1.573 -0.698
H 11.017 -24.855 5.202 0.381 0.258 0.391
H 12.024 -24.579 6.680 0.161 -0.035 -0.300
H 12.296 -23.642 5.139 -0.121 -0.050 0.377
H 12.530 -21.421 2.676 0.051 -0.082 0.261
H 11.577 -20.155 1.944 0.087 -0.476 0.314
H 10.574 -25.253 7.616 0.370 -0.749 -0.249
H 9.060 -26.082 9.262 -0.794 0.463 -0.140
H 6.870 -25.007 9.734 0.217 0.063 -0.085
H 6.268 -21.242 9.352 0.828 -0.186 0.775
O 7.067 -23.259 8.721 0.419 -2.049 -1.144
C 7.374 -21.121 9.391 -1.201 -1.174 -0.261
C 7.910 -20.164 10.346 -1.059 -0.938 0.697
C 7.614 -20.189 11.762 -0.157 -0.752 -1.381
C 8.410 -19.468 12.600 0.104 0.274 1.376
C 9.350 -18.546 12.122 1.169 0.947 -0.473
C 9.434 -18.297 10.730 0.861 0.115 1.964
C 8.744 -19.175 9.896 0.928 1.661 0.287
P 8.913 -19.002 8.145 -0.116 -1.119 -0.544
C 10.705 -19.273 7.935 -0.245 0.985 -0.066
C 11.397 -18.625 6.916 0.065 1.316 -1.560
C 12.754 -18.861 6.661 0.552 -1.376 1.226
C 13.338 -19.950 7.341 0.546 -0.098 -0.439
C 12.638 -20.611 8.358 0.521 -0.393 0.821
C 11.379 -20.205 8.738 -0.487 0.199 0.052
C 8.226 -17.330 7.787 1.747 -0.080 0.845
C 9.094 -16.339 7.396 2.157 1.365 -0.382
C 8.659 -15.064 6.978 -1.082 -0.587 0.633
C 7.268 -14.814 7.148 0.560 0.289 -0.370
C 6.387 -15.782 7.644 2.673 -0.014 0.100
C 6.903 -17.032 7.987 -1.585 -0.216 -0.146
H 6.855 -20.879 12.174 0.564 0.302 -0.465
H 8.307 -19.654 13.694 0.149 0.348 -0.818
H 10.093 -18.065 12.818 -1.094 -0.319 -0.688
H 10.123 -17.477 10.361 -0.911 -1.190 0.280
H 10.858 -17.896 6.245 0.650 -0.928 0.862
H 13.477 -18.264 6.092 -1.027 -0.102 -0.417
H 14.351 -20.298 7.023 -0.843 0.425 0.561
H 13.053 -21.408 9.016 0.134 0.566 -0.983
H 10.938 -20.635 9.644 -0.073 0.135 -0.632
H 10.208 -16.550 7.514 -1.654 0.452 -0.582
H 9.373 -14.312 6.589 -0.638 -0.479 0.425
H 6.821 -13.834 6.954 0.428 -0.184 -0.197
H 5.418 -15.458 7.871 -1.460 -0.046 0.161
H 6.242 -17.789 8.406 0.048 0.007 -0.118
Cl 4.837 -24.915 3.600 -0.266 -0.281 -0.322
C 6.347 -24.956 4.515 0.563 -0.243 0.140
Cl 6.076 -25.884 6.083 0.478 0.437 -1.175
C 6.748 -23.507 4.897 -0.043 2.176 0.811
O 5.675 -22.794 5.221 0.828 -2.083 -0.556
O 7.909 -23.102 4.916 -1.886 -1.391 -0.440
H 7.093 -25.440 3.832 -0.520 0.270 1.209
C 3.765 -21.335 2.402 -1.097 -2.126 -0.392
C 5.018 -20.666 2.891 0.493 -0.446 1.184
Sb 5.338 -20.701 5.148 0.551 3.601 -0.345
C 3.935 -21.052 6.693 -0.812 -1.930 0.463
C 2.622 -21.511 6.039 0.183 -0.203 0.907
C 4.449 -18.430 5.378 -0.082 -1.858 -0.032
C 3.934 -17.750 4.154 1.639 0.427 -0.634
H 3.915 -22.130 1.606 0.216 0.864 0.769
H 3.043 -20.664 1.964 -0.223 0.567 -0.063
H 3.197 -21.893 3.197 0.571 0.525 -0.677
H 5.111 -19.612 2.603 -0.047 -0.374 0.208
H 5.929 -21.195 2.592 -0.133 0.111 -0.060
H 3.720 -20.248 7.398 0.550 0.203 -0.305
H 4.365 -21.885 7.247 0.113 -0.051 0.161
H 2.183 -20.584 5.705 -0.861 0.054 -0.326
H 1.946 -22.120 6.706 0.507 0.798 -0.589
H 2.883 -22.106 5.179 -0.346 -0.468 -0.304
H 5.392 -18.034 5.705 0.169 0.624 0.522
H 3.709 -18.563 6.176 0.267 0.345 -0.050
H 4.826 -17.700 3.476 -0.877 0.165 0.081
H 3.598 -16.718 4.283 -0.183 0.152 0.079
H 3.172 -18.318 3.656 -0.565 -0.262 -0.379
```
Positions in Å, forces in eV/Å.

## Properties
Frontier orbital gap (spin up / spin down) ... 3.7 / 4.9 eV
Net charge ... -2
E_HOMO (spin up / spin down) ... 0.734 / -0.478 eV
ΔE to the lowest compared entry with this formula, charge and spin ... 123.6 kcal per mole
⟨S²⟩ ... 0.760
LUMO (spin up / spin down) ... 4.4 / 4.4 eV
Multiplicity ... 2

Partial atomic charges computed with the Mulliken method, in multiples of e: Hg 1.33; C -1.98; C 0.28; N 1.33; N -1.25; C 0.26; N -0.48; S -0.42; C 0.71; C -1.00; C -0.24; C -0.97; C 0.24; N 0.35; H 0.20; H 0.54; H 0.47; H 0.21; H 0.19; H 0.29; H 0.25; H 0.33; H 0.23; O 0.00; C -1.16; C 0.58; C -0.54; C -0.29; C -0.66; C -0.05; C 0.21; P -0.41; C 0.81; C 0.06; C -1.16; C -0.35; C -0.35; C -0.70; C 0.95; C -0.61; C -1.06; C -0.35; C -0.83; C -0.06; H 0.39; H 0.29; H 0.25; H 0.22; H 0.37; H 0.33; H 0.26; H 0.28; H 0.03; H 0.32; H 0.38; H 0.31; H 0.52; H 0.37; Cl -0.19; C -0.09; Cl -0.20; C 0.33; O -0.66; O -0.43; H 0.37; C -0.85; C -0.89; Sb 0.70; C -0.84; C -1.16; C -0.61; C -1.22; H 0.25; H 0.29; H 0.11; H 0.41; H 0.48; H 0.72; H 0.22; H 0.35; H 0.31; H 0.11; H 0.10; H 0.38; H 0.24; H 0.33; H 0.21

=====

No. 2
Below is a 3-piece molecular cluster, C5H12O3 overall in a non-equilibrium geometry, with properties calculated with the ωB97M-V functional and the def2-TZVPD basis.

Geometry as XYZ:
```
20
Properties=species:S:1:pos:R:3:forces:R:3
C 2.269 0.191 0.058 0.401 -0.101 0.076
C 3.036 -0.606 -0.690 -0.622 0.455 -0.305
C -1.268 1.641 -0.340 -0.606 1.327 1.117
O -2.406 1.264 0.432 -0.180 -0.579 -0.185
C 0.022 1.262 0.309 0.002 -1.379 -0.968
C 0.932 0.603 -0.407 0.726 -1.343 0.713
H 2.701 0.565 0.982 -0.257 0.407 -0.049
H 2.553 -1.059 -1.549 0.418 0.008 -0.273
H 4.102 -0.715 -0.557 -0.070 -0.432 0.345
H -1.332 1.393 -1.402 0.136 -0.565 0.079
H -1.380 2.733 -0.326 0.293 0.000 -0.083
H -2.432 0.304 0.552 0.170 0.207 -0.013
H 0.153 1.205 1.384 -0.101 1.102 0.070
H 0.715 0.095 -1.343 -0.279 0.871 -0.471
H -1.658 -2.661 -1.745 -0.043 -0.158 0.679
H -1.708 -2.262 -3.159 -0.015 0.127 -0.550
O -1.203 -2.819 -2.568 0.069 0.051 -0.121
H -0.558 -1.000 3.673 -0.773 0.740 -0.363
H -1.205 0.395 3.407 0.317 1.127 0.263
O -1.331 -0.529 3.289 0.414 -1.864 0.040
```
Positions in Å, forces in eV/Å.

## Properties
Frontier orbital gap ... 9.3 eV
E_HOMO ... -8.774 eV
ΔE to the lowest compared entry with this formula, charge and spin ... 64.0 kcal per mole
LUMO ... 0.5 eV

Partial atomic charges computed with the natural (NBO) method, in multiples of e: C -0.22; C -0.37; C -0.10; O -0.72; C -0.21; C -0.21; H 0.20; H 0.19; H 0.20; H 0.17; H 0.19; H 0.47; H 0.21; H 0.20; H 0.46; H 0.46; O -0.93; H 0.47; H 0.47; O -0.95

=====

No. 3
Below is C20H12Cl5CoN4S3Se as an isolated structure in a non-equilibrium geometry, with properties calculated with the ωB97M-V functional and the def2-TZVPD basis.

Geometry as XYZ:
```
46
Properties=species:S:1:pos:R:3:forces:R:3
Co 0.539 -0.085 0.789 0.139 0.305 -0.775
Cl -0.762 -2.419 2.339 -0.176 -0.081 0.282
C -1.215 -0.844 3.004 -0.569 -1.014 0.294
C -0.676 0.228 2.361 -0.709 1.082 0.899
C -1.080 1.449 2.943 -0.143 0.088 -0.248
Cl -0.440 2.910 2.313 0.441 0.415 -0.616
C -2.019 1.605 3.959 0.416 -1.065 0.484
Cl -2.459 3.181 4.515 -0.174 -0.326 0.108
C -2.511 0.432 4.588 -0.397 0.745 -0.555
Cl -3.723 0.609 5.836 0.485 -0.336 -0.321
C -2.126 -0.805 4.079 0.122 0.133 0.061
Cl -2.788 -2.261 4.739 0.046 0.113 0.031
S 2.549 0.899 1.626 0.331 0.108 -0.315
C 2.694 1.197 -0.097 0.769 -0.257 -0.231
C 3.882 1.530 -0.788 0.209 1.204 0.821
C 3.853 1.647 -2.158 0.186 -0.205 -0.323
C 2.713 1.311 -2.886 -0.651 -0.008 0.772
C 1.580 0.994 -2.149 1.556 -0.025 0.547
N 1.588 0.946 -0.804 -0.622 -0.301 -0.376
H 4.767 1.908 -0.237 -0.669 -0.668 -0.289
H 4.753 1.983 -2.652 0.098 -0.014 -0.198
H 2.612 1.307 -3.957 0.335 0.185 -0.168
H 0.712 0.709 -2.675 -1.169 -0.099 -0.115
C -2.904 1.295 0.008 -1.546 1.130 0.111
C -2.448 0.140 -0.760 -0.526 0.227 -0.136
N -1.258 -0.348 -0.671 0.774 -0.509 -0.076
C -1.099 -1.403 -1.530 -0.008 -0.953 -0.181
C -2.222 -1.736 -2.237 0.945 -0.775 -0.354
S -3.471 -0.674 -1.885 -0.293 0.559 0.212
C 0.177 -2.144 -1.496 0.235 0.124 -0.253
C 0.702 -3.033 -2.417 -0.987 1.045 1.539
S 2.172 -3.605 -1.805 0.946 -0.123 0.514
C 2.088 -2.586 -0.383 -0.897 -0.508 -1.368
N 0.979 -1.897 -0.389 0.001 -0.017 -0.185
C 3.137 -2.481 0.658 0.764 0.219 -1.185
H -2.059 1.874 0.359 0.045 0.064 0.015
H -3.551 0.997 0.848 0.387 -0.103 -0.010
H -3.563 1.951 -0.612 0.707 -0.421 0.248
H -2.334 -2.570 -2.928 0.025 0.329 0.212
H 0.196 -3.390 -3.297 0.253 -0.051 -0.139
H 3.963 -3.170 0.507 -0.034 -0.202 -0.262
H 2.714 -2.702 1.606 -0.393 0.231 1.019
H 3.548 -1.465 0.585 -0.187 -0.196 0.532
Se -0.954 3.373 -2.460 -0.511 -0.168 -0.241
C -2.599 2.779 -3.039 -1.222 -0.549 -0.251
N -3.658 2.360 -3.349 1.667 0.668 0.470
```
Positions in Å, forces in eV/Å.

## Properties
Frontier orbital gap (spin up / spin down) ... 6.1 / 6.1 eV
Net charge ... -1
E_HOMO (spin up / spin down) ... -4.150 / -4.150 eV
ΔE to the lowest compared entry with this formula, charge and spin ... 0.0 kcal per mole
⟨S²⟩ ... 3.759
LUMO (spin up / spin down) ... 1.9 / 1.9 eV
Multiplicity ... 4

Partial atomic charges computed with the natural (NBO) method, in multiples of e: Co 1.34; Cl -0.04; C 0.04; C -0.50; C -0.07; Cl 0.04; C -0.10; Cl 0.04; C -0.07; Cl 0.02; C -0.15; Cl 0.02; S -0.40; C 0.08; C -0.29; C -0.15; C -0.30; C 0.09; N -0.59; H 0.22; H 0.21; H 0.22; H 0.22; C -0.69; C 0.13; N -0.51; C 0.07; C -0.45; S 0.52; C 0.14; C -0.46; S 0.44; C 0.13; N -0.54; C -0.67; H 0.26; H 0.23; H 0.27; H 0.24; H 0.25; H 0.22; H 0.25; H 0.27; Se -0.44; C 0.05; N -0.58

=====

No. 4
Below is C3H6I2NOPS as an isolated structure in a non-equilibrium geometry, with properties calculated with the ωB97M-V functional and the def2-TZVPD basis.

Geometry as XYZ:
```
15
Properties=species:S:1:pos:R:3:forces:R:3
O -2.247 -1.494 1.228 0.602 0.778 3.008
P -0.549 -1.426 1.230 -2.353 -1.168 -0.152
I 0.892 -3.577 0.524 3.125 -0.353 2.118
N -0.059 0.004 0.072 -0.817 0.187 -0.330
C -0.504 0.283 -1.103 0.242 0.628 0.584
S 0.148 1.686 -1.819 -0.506 0.578 -0.514
C 1.051 2.213 -0.314 -0.504 -1.383 -0.146
C 0.979 0.921 0.513 2.341 -0.761 -0.144
H -2.605 -2.343 0.743 0.242 1.919 1.450
H -1.265 -0.339 -1.559 0.063 -0.072 -0.255
H 2.068 2.303 -0.668 0.176 0.634 0.325
H 0.653 3.092 0.176 -0.157 0.198 -0.253
H 1.898 0.393 0.223 0.044 -0.135 0.137
H 1.116 1.004 1.586 -0.795 0.241 0.180
I -1.576 -2.721 -0.834 -1.703 -1.292 -6.007
```
Positions in Å, forces in eV/Å.

## Properties
Frontier orbital gap ... 5.4 eV
E_HOMO ... -6.612 eV
LUMO ... -1.2 eV

Partial atomic charges computed with the natural (NBO) method, in multiples of e: O -1.10; P 1.08; I -0.32; N -0.58; C 0.01; S 0.36; C -0.52; C -0.26; H 0.47; H 0.29; H 0.25; H 0.24; H 0.22; H 0.25; I -0.39